# 1
The following is a quantum chemistry calculation of the ion CH5N2O with charge +1 at a distorted geometry, from OMol25.

```
9
Properties=species:S:1:pos:R:3:mulliken_charge:R:1
N 1.19855 0.43124 0.92488 -0.300
C -0.00557 0.37754 0.45199 0.170
N -0.37019 -0.37673 -0.54160 -0.052
O -1.66862 -0.25614 -1.08961 -0.300
H 1.53705 1.21605 1.42631 0.244
H 1.86744 -0.33787 0.79980 0.246
H -0.83332 1.17507 0.61750 0.350
H 0.03264 -1.29526 -0.88601 0.301
H -1.75798 -0.93392 -1.70326 0.341
```

2S+1: 1
HOMO-LUMO gap: 11.27 eV
SMILES: N/C=[NH+]/O
Charge: +1

***

# 2
The following is a quantum chemistry calculation of a cluster of 2 separate species, CH5N2O in total at a distorted geometry, from OMol25.

```
9
Properties=species:S:1:pos:R:3:mulliken_charge:R:1
C 0.45391 1.12220 0.01608 -0.442
N 1.89481 -0.74093 0.50850 -0.117
N 1.20849 0.08157 0.29323 0.567
O -1.01838 -1.27352 0.00323 -0.627
H -0.45780 1.04666 0.73141 0.322
H 0.02528 0.89417 -1.02876 0.340
H 0.91591 2.07870 0.01592 0.315
H -1.85903 -0.96758 -0.16826 0.311
H -1.16317 -2.24126 -0.37134 0.332
```

2S+1: 1
HOMO-LUMO gap: 11.07 eV
Charge: +1

***

# 3
The following is a quantum chemistry calculation of the ion CH5N2O2 with charge +1 at a distorted geometry, from OMol25.

```
10
Properties=species:S:1:pos:R:3:mulliken_charge:R:1
C -1.28460 0.34410 -0.14591 -0.630
N 0.04688 -0.12340 0.10547 0.718
O 0.18546 -1.49521 0.35245 -0.363
N 0.96801 0.64423 -0.13295 -0.298
O 2.24395 0.32125 -0.10972 -0.231
H -1.85701 -0.04149 0.77574 0.265
H -1.68044 -0.32712 -1.09451 0.326
H -1.11411 1.36628 -0.59092 0.375
H -0.22583 -1.79854 1.16246 0.401
H 2.71770 1.10990 -0.32211 0.437
```

2S+1: 1
HOMO-LUMO gap: 11.62 eV
SMILES: C/[N+](O)=N/O
Charge: +1

***

# 4
The following is a quantum chemistry calculation of a structure of composition CH5N2O2Si at a distorted geometry, from OMol25.

```
11
Properties=species:S:1:pos:R:3:mulliken_charge:R:1
C 0.10860 -1.16851 -0.95074 -0.314
N -0.18137 -0.99388 0.49911 0.057
N 1.20582 -0.66599 -0.08793 -0.176
O 1.20922 0.73461 -0.15333 -0.288
O -0.26101 -1.98084 1.33735 -0.828
Si -0.21949 1.42599 0.38361 0.599
H 0.18304 -2.10382 -1.46074 0.331
H -0.47055 -0.48517 -1.52135 0.186
H -0.26476 1.47246 1.88214 -0.149
H 0.04986 2.93175 0.30066 -0.257
H -1.35936 0.83340 -0.22878 -0.161
```

2S+1: 1
HOMO-LUMO gap: 6.77 eV
Charge: -1

***

# 5
The following is a quantum chemistry calculation of the ion CH5N2O3S with charge +1 at a distorted geometry, from OMol25.

```
12
Properties=species:S:1:pos:R:3:mulliken_charge:R:1
C -0.12371 -0.69842 0.17596 0.598
N -0.28141 -0.10807 1.30855 -0.302
N -0.72715 -1.84966 0.01900 -0.337
O -0.69059 -0.00615 -2.29499 -0.380
O 1.64537 2.01660 -0.06047 -0.295
O 0.40666 1.69335 -0.77972 -0.225
S 0.49152 0.21090 -1.57308 0.662
H -0.88994 -0.49126 1.98656 0.196
H 0.14709 0.81983 1.50181 0.260
H -1.06027 -2.22111 0.89570 0.216
H -0.63653 -2.30512 -0.84513 0.232
H 1.71894 2.93911 -0.33418 0.374
```

2S+1: 1
HOMO-LUMO gap: 10.74 eV
Charge: +1

***

# 6
The following is a quantum chemistry calculation of a cluster of 2 separate species, CH5N2OS in total, from OMol25.

```
10
Properties=species:S:1:pos:R:3:mulliken_charge:R:1
N 0.42768 1.08973 -0.40016 -0.226
C 1.27587 0.06491 -0.11308 0.575
N 0.64905 -1.01336 0.43017 -0.177
O 2.49046 0.09847 -0.32880 -0.730
H 0.80640 1.92962 -0.79320 0.196
H -0.57030 0.95767 -0.23943 0.063
H -0.35609 -0.96739 0.61673 0.028
H 1.21331 -1.80575 0.67328 0.186
S -2.53447 -0.45518 0.50770 -0.889
H -3.40191 0.10127 -0.35320 -0.026
```

2S+1: 1
HOMO-LUMO gap: 7.48 eV
Charge: -1

***

# 7
The following is a quantum chemistry calculation of a cluster of 2 separate species, CH5N2OS in total at a distorted geometry, from OMol25.

```
10
Properties=species:S:1:pos:R:3:mulliken_charge:R:1
S 2.02222 0.36192 1.48680 -0.477
H 2.99749 -0.54160 1.61654 0.138
N 0.03295 -0.93353 -0.50335 -0.327
C -1.06552 -0.16572 -0.75846 0.569
N -0.95559 1.13945 -0.29292 -0.379
O -2.07275 -0.50949 -1.36370 -0.518
H 0.05984 -1.80487 -1.02896 0.254
H 1.17656 -0.41786 0.48472 0.308
H -0.35158 1.26908 0.51281 0.157
H -1.84362 1.60261 -0.15349 0.275
```

2S+1: 2
HOMO-LUMO gap (alpha / beta): 9.89 / 5.82 eV

***

# 8
The following is a quantum chemistry calculation of an isolated molecule of CH5N2PS at a distorted geometry, from OMol25.

```
10
Properties=species:S:1:pos:R:3:mulliken_charge:R:1
C -2.13380 -0.17407 -0.11039 -0.553
N -1.12336 0.90164 -0.12493 -0.491
N 0.00506 0.42763 -0.23434 0.206
S 1.33508 1.35083 0.04791 -0.076
P 2.69449 -0.67074 -0.20465 -0.012
H -2.39190 -0.18102 -1.17955 0.245
H -2.96037 0.07284 0.65786 0.231
H -1.74577 -1.16027 0.22380 0.274
H 3.87276 0.29011 -0.17843 0.079
H 2.44781 -0.85695 1.10271 0.098
```

2S+1: 1
HOMO-LUMO gap: 8.17 eV
SMILES: C/N=N/SP